[1]
Here is C9H20Cl2Si in the gas phase at a distorted geometry from the Open Molecules 2025 dataset. Energies are from ωB97M-V/def2-TZVPD.

```
32
C9H20Cl2Si | the Open Molecules 2025 dataset | ωB97M-V/def2-TZVPD
Cl -3.9126 -0.3716 1.2104
Cl -5.3330 -3.0159 -0.3440
C 3.4036 3.9127 0.4727
C 2.4975 2.7486 -0.0223
C 2.4295 1.4503 0.8242
C 1.9693 0.2569 0.0834
C 0.5669 0.4148 -0.5101
C -0.1638 -0.9446 -0.5963
C -1.5762 -0.7076 -1.2689
C -2.8149 -3.3543 1.4284
C -2.5237 -1.8861 -1.3295
Si -3.5635 -2.1914 0.2334
H 3.2358 4.8939 0.0422
H 3.3763 3.9328 1.6033
H 4.4371 3.7285 0.2176
H 2.8692 2.4502 -1.0375
H 1.4323 3.1013 -0.1649
H 3.3827 1.1966 1.2825
H 1.8343 1.6406 1.6910
H 2.7221 0.0444 -0.7081
H 1.9173 -0.6154 0.7780
H 0.6131 0.8490 -1.5122
H 0.0186 1.1730 0.0555
H -0.1565 -1.3993 0.3762
H 0.3479 -1.5821 -1.2964
H -2.0282 0.0958 -0.6782
H -1.5881 -0.2958 -2.3076
H -3.5401 -3.5045 2.2240
H -1.8793 -3.0571 1.8695
H -2.7363 -4.3440 0.9537
H -2.0223 -2.8716 -1.4429
H -3.2151 -1.7480 -2.1272
```

The HOMO-LUMO gap comes out at 10.98 eV. As for the energy above the lowest of the compared OMol25 structures with the same formula, charge and spin: 0.0 kJ/mol. The HOMO energy is -0.377 Ha. Its structure (SMILES) is CCCCCCCC[Si](C)(Cl)Cl. The net charge is 0.

---

[2]
Here is a molecular structure, C18H24Cl2FMnN3OS from the Open Molecules 2025 dataset. Energies are from ωB97M-V/def2-TZVPD.

```
51
C18H24Cl2FMnN3OS | the Open Molecules 2025 dataset | ωB97M-V/def2-TZVPD
Mn 0.8682 -0.3410 0.8136
O 0.0013 -2.2505 1.9768
C 0.3801 -3.3809 1.1947
C 0.3254 -3.0211 -0.2645
C 0.1664 -4.0102 -1.2199
C 0.2190 -3.6758 -2.5615
C 0.4045 -2.3447 -2.9089
C 0.5290 -1.4122 -1.9036
N 0.4982 -1.7364 -0.6029
H 0.3147 -2.3638 2.8817
H -0.2867 -4.2209 1.3957
H 1.4051 -3.6904 1.4246
H 0.0106 -5.0352 -0.9114
H 0.1117 -4.4369 -3.3220
H 0.4565 -2.0346 -3.9423
H 0.6667 -0.3645 -2.1378
Cl 2.3904 1.4695 -0.5829
C 3.9784 1.1623 0.0504
C 4.9450 2.1360 -0.1078
C 6.2233 1.8978 0.3648
C 6.5205 0.7023 0.9959
C 5.5360 -0.2559 1.1694
Cl 5.9326 -1.7280 1.9688
C 4.2301 -0.0535 0.6939
S 3.0555 -1.3324 0.8559
H 4.7006 3.0701 -0.5950
H 6.9909 2.6489 0.2422
H 7.5191 0.5017 1.3582
F 1.1802 0.6961 2.1703
C -4.4406 3.0828 -0.7978
C -3.8776 2.7081 0.5693
N -3.1427 1.4410 0.5594
C -3.9474 0.2232 0.4663
C -3.8770 -0.4569 -0.9009
C -1.8082 1.3774 0.6136
C -1.0099 2.6488 0.6476
N -1.1531 0.2476 0.6403
H -4.9237 4.0575 -0.7353
H -5.1811 2.3603 -1.1409
H -3.6429 3.1395 -1.5400
H -4.6886 2.6142 1.2929
H -3.2270 3.5011 0.9234
H -4.9761 0.5063 0.6791
H -3.6491 -0.4722 1.2563
H -4.3614 0.1480 -1.6658
H -4.3854 -1.4200 -0.8539
H -2.8458 -0.6275 -1.2119
H -1.1957 3.2020 1.5677
H -1.2391 3.2972 -0.1979
H 0.0453 2.3974 0.6314
H -1.7459 -0.5715 0.7006
```

The HOMO-LUMO gap (alpha / beta) comes out at 6.67 / 7.36 eV. The spin multiplicity is 5. Its expectation value of S² is 6.110. The HOMO energy (alpha / beta) is -0.386 / -0.388 Ha. The net charge is +1.

---

[3]
Here is a molecular structure, C27H30F9MnO6 at a distorted geometry from the Open Molecules 2025 dataset. Energies are from ωB97M-V/def2-TZVPD.

```
73
C27H30F9MnO6 | the Open Molecules 2025 dataset | ωB97M-V/def2-TZVPD
C 2.1052 -0.4582 -3.4679
C 2.2783 0.1125 -2.0349
C 0.9176 -1.4375 -3.4411
C 0.5837 -1.7289 -1.9209
H 1.2225 -2.3554 -3.9603
H 0.0738 -1.0192 -4.0061
C 1.8215 -1.0077 -1.1370
H 1.6363 1.0040 -1.9409
H 3.3330 0.3871 -1.8604
C 1.9925 -0.7283 0.3971
H 2.5787 -1.8014 -1.2822
H 0.7313 -2.8212 -1.7786
C -0.8272 -1.4694 -1.5874
C 1.9507 0.6702 -4.4760
C 3.3686 -1.1492 -3.9948
O 3.3565 -2.1313 -4.7224
O 1.2364 1.6527 -4.3024
O 2.7071 0.5037 -5.5712
O 4.5216 -0.5930 -3.5953
C 5.6464 -1.1664 -4.2702
H 6.5151 -0.6080 -3.9320
H 5.5076 -1.0631 -5.3484
H 5.7364 -2.2258 -4.0224
C 2.6093 1.5785 -6.5048
H 1.5637 1.7566 -6.7840
H 3.1952 1.2613 -7.3659
H 3.0303 2.4915 -6.0652
O 1.5433 0.4288 1.0763
H 3.0931 -0.6344 0.5242
H 1.6877 -1.6380 0.9537
C -1.4856 -2.2753 -0.5287
C -1.4777 -0.2427 -2.0899
H -2.1164 -0.4534 -2.9695
H -0.7572 0.5389 -2.3910
H -2.1289 0.1915 -1.3130
H -2.1129 -1.6475 0.1255
H -0.7518 -2.7839 0.1201
H -2.1449 -3.0495 -0.9691
Mn 0.1006 0.7966 2.1318
C -0.9564 -0.4319 4.1068
C -0.0621 -1.2280 3.2811
C 1.2325 -0.6460 3.3217
H -0.3214 -2.2206 2.9247
C 1.1237 0.6345 3.9966
C -0.2368 0.7882 4.3817
H -0.6509 1.5727 5.0175
H -1.6544 -0.8834 4.7991
H 2.1690 -1.1366 3.0638
H 1.9625 1.2937 4.2205
C -1.6589 2.1624 1.1687
C -1.2950 2.5486 2.4829
C 0.1073 2.8832 2.4905
H -1.9945 2.7292 3.3000
C 0.6047 2.6656 1.1515
C -0.5044 2.2382 0.3403
H -0.5068 2.1430 -0.7431
H -2.6670 1.9453 0.8309
H 0.6663 3.3019 3.3271
H 1.6007 2.9317 0.7991
F -4.5368 -1.7902 2.0044
C -4.3196 -1.4799 3.3072
F -5.4784 -1.6532 3.9935
F -3.4168 -2.3727 3.7823
C -3.7748 0.0036 3.4361
O -2.5077 0.0865 2.9866
C -4.7225 0.9262 2.5563
F -6.0375 0.6458 2.7248
F -4.5205 2.2380 2.8630
F -4.4337 0.7748 1.2374
C -3.9806 0.4973 4.9381
F -5.2654 0.8226 5.2122
F -3.5937 -0.4674 5.8177
F -3.2116 1.5916 5.1845
```

The HOMO-LUMO gap (alpha / beta) comes out at 2.37 / 3.10 eV. The spin multiplicity is 5. Its expectation value of S² is 6.075. The HOMO energy (alpha / beta) is 0.051 / 0.024 Ha. The net charge is -2.

---

Number 1: E -42583.311 eV. Number 2: E -95488.409 eV. Number 3: E -96542.339 eV.